Record 1
# C34H52F12O20

A cluster of 8 separate species, C34H52F12O20 in total (ωB97M-V/def2-TZVPD, OMol25).

Results
LUMO energy = 0.06 eV
Charge = 0
Frontier orbital gap = 9.770 eV
SMILES = CCOC(=O)C(F)(F)F.CCOC(=O)C(F)(F)F.CCOC(=O)C(F)(F)F.CCOC(=O)C(F)(F)F.C[C@H]1COC(=O)O1.C[C@H]1COC(=O)O1.C[C@H]1COC(=O)O1.COCCOCCOC
HOMO level = -9.71 eV

Each line ends with the Löwdin charge.
Cartesian coordinates (Å):
1 C -0.878 5.305 0.364  -0.040
2 C -0.093 6.044 -0.797  -0.220
3 O -0.845 5.968 -1.960  -0.012
4 C -1.853 6.926 -2.133  -0.243
5 O -1.985 7.902 -1.357  0.116
6 C -2.638 6.771 -3.485  -0.560
7 F -3.934 6.974 -3.236  0.167
8 F -2.249 7.612 -4.460  0.164
9 F -2.515 5.577 -4.009  0.180
10 H -1.070 4.271 0.077  0.068
11 H -1.867 5.732 0.530  0.070
12 H -0.381 5.205 1.329  0.071
13 H 0.881 5.592 -0.985  0.122
14 H 0.128 7.070 -0.502  0.117
15 C 2.896 -1.140 1.555  -0.049
16 C 1.528 -0.807 2.166  -0.171
17 O 0.509 -1.548 1.407  -0.024
18 C 0.169 -1.093 0.126  -0.291
19 O 0.531 -0.033 -0.378  0.123
20 C -0.650 -2.121 -0.720  -0.667
21 F -0.831 -3.164 -0.020  0.223
22 F -1.829 -1.657 -0.987  0.208
23 F 0.008 -2.450 -1.831  0.179
24 H 3.095 -2.210 1.613  0.083
25 H 3.629 -0.511 2.061  0.077
26 H 2.997 -0.872 0.503  0.074
27 H 1.247 0.246 2.194  0.117
28 H 1.425 -1.175 3.186  0.119
29 C -0.457 2.317 -5.168  -0.054
30 C -1.267 1.091 -5.645  -0.231
31 O -2.648 1.181 -5.436  -0.001
32 C -3.516 1.639 -6.429  -0.263
33 O -3.134 2.055 -7.536  0.125
34 C -5.025 1.543 -6.070  -0.582
35 F -5.710 0.999 -7.103  0.158
36 F -5.217 0.808 -4.988  0.179
37 F -5.455 2.757 -5.866  0.204
38 H -0.692 3.181 -5.789  0.074
39 H 0.617 2.182 -5.297  0.076
40 H -0.691 2.537 -4.126  0.076
41 H -0.904 0.237 -5.072  0.123
42 H -1.059 1.005 -6.711  0.118
43 C 4.252 -3.543 7.335  -0.050
44 C 2.855 -4.146 7.272  -0.202
45 O 2.388 -4.433 5.963  0.020
46 C 2.698 -5.591 5.381  -0.366
47 O 3.402 -6.458 5.830  0.159
48 C 1.969 -5.894 4.014  -0.480
49 F 2.893 -5.827 2.952  0.099
50 F 1.489 -7.139 4.058  0.161
51 F 0.937 -5.121 3.705  0.166
52 H 4.968 -4.217 6.866  0.076
53 H 4.665 -3.541 8.343  0.081
54 H 4.370 -2.566 6.865  0.080
55 H 2.073 -3.461 7.601  0.127
56 H 2.706 -5.053 7.860  0.128
57 C 2.291 -5.547 -5.853  -0.031
58 C 3.554 -4.704 -5.665  -0.292
59 C 3.330 -3.201 -5.443  -0.079
60 O 3.735 -3.033 -4.098  0.069
61 C 4.086 -4.185 -3.530  -0.550
62 O 4.415 -4.291 -2.348  0.117
63 O 4.182 -5.158 -4.448  0.084
64 H 1.642 -5.459 -4.983  0.097
65 H 2.556 -6.563 -6.147  0.085
66 H 1.768 -5.309 -6.780  0.084
67 H 4.193 -5.048 -6.479  0.149
68 H 2.278 -2.928 -5.532  0.133
69 H 3.955 -2.601 -6.105  0.134
70 C -10.451 -0.702 -0.687  -0.028
71 C -9.429 -1.263 -1.615  -0.345
72 C -8.132 -1.736 -0.887  -0.108
73 O -8.267 -3.107 -0.855  0.083
74 C -9.168 -3.482 -1.759  -0.505
75 O -9.286 -4.661 -2.174  0.099
76 O -9.851 -2.430 -2.248  0.100
77 H -10.108 0.204 -0.187  0.092
78 H -10.746 -1.447 0.052  0.100
79 H -11.289 -0.419 -1.323  0.091
80 H -9.187 -0.527 -2.381  0.154
81 H -8.059 -1.329 0.122  0.134
82 H -7.247 -1.455 -1.458  0.134
83 C -4.014 -2.095 3.677  -0.008
84 C -3.973 -1.773 5.209  -0.278
85 C -3.538 -2.976 6.099  -0.101
86 O -2.496 -2.506 6.922  0.085
87 C -2.117 -1.300 6.500  -0.494
88 O -1.103 -0.707 6.910  0.100
89 O -2.911 -0.826 5.463  0.058
90 H -5.080 -2.273 3.537  0.075
91 H -3.434 -2.987 3.442  0.080
92 H -3.811 -1.227 3.049  0.083
93 H -4.938 -1.409 5.562  0.142
94 H -3.247 -3.841 5.502  0.129
95 H -4.442 -3.238 6.649  0.130
96 C 6.302 1.898 -1.993  -0.070
97 O 6.309 3.040 -1.090  -0.223
98 C 5.572 4.159 -1.571  -0.191
99 C 5.610 5.306 -0.536  -0.173
100 O 4.805 5.101 0.609  -0.135
101 C 5.246 4.119 1.525  -0.181
102 C 4.384 3.963 2.831  -0.160
103 O 5.130 3.054 3.638  -0.199
104 C 4.760 2.901 4.949  -0.145
105 H 6.994 1.145 -1.616  0.087
106 H 6.587 2.228 -2.992  0.080
107 H 5.309 1.448 -1.996  0.082
108 H 4.551 3.791 -1.680  0.120
109 H 5.892 4.371 -2.591  0.116
110 H 5.229 6.235 -0.960  0.122
111 H 6.605 5.591 -0.193  0.126
112 H 6.263 4.239 1.897  0.128
113 H 5.200 3.126 1.078  0.114
114 H 3.435 3.522 2.523  0.120
115 H 4.295 4.903 3.375  0.123
116 H 4.772 3.835 5.510  0.088
117 H 5.370 2.196 5.515  0.086
118 H 3.787 2.412 4.994  0.084


Record 2
# C4H12

A cluster of 2 separate species, C4H12 in total (ωB97M-V/def2-TZVPD, OMol25).

Results
Multiplicity = 2
LUMO energy (alpha / beta) = -3.69 / -11.31 eV
Charge = +1
Frontier orbital gap (alpha / beta) = 10.754 / 3.104 eV
HOMO level (alpha / beta) = -14.44 / -14.41 eV
Expectation value of S² = 0.753

Each line ends with the Löwdin spin population.
Cartesian coordinates (Å):
1 C -1.645 2.402 0.346  0.197
2 C -1.617 1.706 -0.922  0.364
3 H -1.986 3.451 0.334  0.048
4 H -2.175 1.855 1.119  0.005
5 H -0.566 2.570 0.622  0.106
6 H -0.785 1.904 -1.676  0.110
7 H -2.264 2.056 -1.814  0.155
8 H -1.807 0.672 -0.803  0.009
9 C 2.071 -1.865 0.896  0.002
10 C 1.131 -2.336 -0.247  0.003
11 H 3.048 -1.775 0.443  0.000
12 H 1.722 -0.972 1.347  0.000
13 H 2.090 -2.577 1.725  0.001
14 H 1.677 -3.049 -0.844  0.000
15 H 0.159 -2.734 -0.001  0.000
16 H 1.007 -1.409 -0.835  0.001


Record 3
# C4H7N5O

A cluster of 2 separate species, C4H7N5O in total (ωB97M-V/def2-TZVPD, OMol25).

Results
LUMO energy (alpha / beta) = 0.61 / 0.61 eV
Charge = 0
Frontier orbital gap (alpha / beta) = 7.487 / 7.481 eV
HOMO level (alpha / beta) = -6.88 / -6.87 eV

Each line ends with the natural charge from an NBO analysis.
Cartesian coordinates (Å):
1 C 1.211 -0.910 1.064  -0.003
2 C -2.857 -0.294 0.809  0.854
3 C 0.802 0.572 -2.269  -0.652
4 C 0.688 -0.428 -1.183  -0.157
5 N 1.199 -0.268 2.244  -0.204
6 N 0.933 0.986 2.064  -0.104
7 N 0.681 1.172 0.685  -0.270
8 N 0.948 -0.048 0.062  -0.087
9 N -3.117 -0.987 1.718  -0.757
10 O -2.804 0.289 -0.211  -0.538
11 H 1.448 -1.991 0.876  0.223
12 H 0.045 1.264 -2.449  0.212
13 H 1.638 1.262 -2.000  0.197
14 H 1.091 -0.097 -3.150  0.237
15 H 0.419 -1.445 -1.151  0.203
16 H 0.748 2.005 0.177  0.406
17 H -3.073 -1.083 2.712  0.440


Record 4
# C7H12

The ion C7H12 with charge +1 (ωB97M-V/def2-TZVPD, OMol25).

Results
Multiplicity = 2
LUMO energy (alpha / beta) = -4.62 / -7.83 eV
Charge = +1
Frontier orbital gap (alpha / beta) = 10.016 / 6.868 eV
HOMO level (alpha / beta) = -14.64 / -14.70 eV
Expectation value of S² = 0.780

Each line ends with the Löwdin spin population.
Cartesian coordinates (Å):
1 C -0.010 -2.433 0.131  0.011
2 C 0.605 -1.021 -0.186  0.048
3 C 1.889 -0.708 -0.646  0.254
4 C -0.253 1.192 -0.697  0.359
5 C -0.280 0.127 0.157  0.168
6 C -1.215 -0.025 1.290  0.022
7 C -0.473 2.716 -0.290  0.044
8 H -0.089 -2.562 1.230  -0.002
9 H 0.786 -3.084 -0.164  0.002
10 H -1.020 -2.519 -0.333  0.000
11 H 2.097 0.317 -0.642  0.016
12 H 2.524 -1.512 -0.971  0.012
13 H 0.359 1.034 -1.597  0.015
14 H -0.862 -0.302 2.334  0.008
15 H -1.967 -0.757 0.972  0.007
16 H -1.787 0.868 1.525  0.000
17 H -0.969 3.015 0.638  -0.001
18 H -1.078 3.129 -1.190  0.022
19 H 0.422 3.290 -0.358  0.011


Record 5
# C5H13NO

A cluster of 2 separate species, C5H13NO in total (ωB97M-V/def2-TZVPD, OMol25).

Results
LUMO energy = 0.69 eV
Charge = 0
Frontier orbital gap = 9.705 eV
SMILES = C=CCCNC.O
HOMO level = -9.02 eV

Each line ends with the natural charge from an NBO analysis.
Cartesian coordinates (Å):
1 C 2.953 0.720 -1.335  -0.406
2 C 1.649 0.805 -1.598  -0.154
3 C 0.689 1.150 -0.466  -0.459
4 C -0.082 -0.011 0.057  -0.223
5 N -0.667 0.377 1.375  -0.619
6 C -1.842 1.305 1.261  -0.433
7 H 3.321 1.482 -0.655  0.193
8 H 3.713 0.196 -1.902  0.198
9 H 1.134 0.414 -2.459  0.191
10 H -0.061 1.834 -0.892  0.194
11 H 1.125 1.668 0.393  0.229
12 H 0.647 -0.828 0.216  0.194
13 H -0.865 -0.512 -0.513  0.174
14 H -1.132 -0.435 1.773  0.352
15 H -2.794 0.826 1.056  0.178
16 H -1.829 1.963 2.118  0.204
17 H -1.678 1.845 0.329  0.185
18 O -1.696 -4.246 0.736  -0.926
19 H -0.739 -4.354 0.722  0.464
20 H -1.843 -4.198 -0.217  0.463


Record 6
# C2HCl

An isolated molecule of C2HCl (ωB97M-V/def2-TZVPD, OMol25).

Results
LUMO energy (alpha / beta) = -1.34 / -1.91 eV
Charge = 0
Frontier orbital gap (alpha / beta) = 7.882 / 7.242 eV
HOMO level (alpha / beta) = -9.22 / -9.16 eV

Each line ends with the natural charge from an NBO analysis.
Cartesian coordinates (Å):
1 C 0.405 -0.845 0.532  -0.603
2 C 0.375 1.475 2.248  -0.237
3 Cl 0.683 0.055 1.732  0.642
4 H 0.606 -0.510 -0.522  0.198


One value per record, in order, for ΔE to the lowest compared entry with this formula, charge and spin: 88.43 15.18 105.38 27.22 60.94 203.80 kcal/mol.
One value per record, in order, for largest force on an atom: 5.46 2.03 3.95 4.53 2.90 5.50 eV/A.